{
  "formula": "C26H38Ge2N3OS5SeZn",
  "method": "ωB97M-V/def2-TZVPD",
  "symbols": ["Zn", "C", "C", "Ge", "C", "C", "C", "C", "Ge", "C", "C", "C", "C", "C", "C", "C", "C", "C", "C", "H", "H", "H", "H", "H", "H", "H", "H", "H", "H", "H", "H", "H", "H", "H", "H", "H", "H", "H", "H", "H", "H", "H", "H", "H", "H", "S", "C", "S", "C", "C", "S", "S", "S", "C", "N", "C", "C", "C", "N", "C", "C", "O", "H", "H", "H", "H", "H", "H", "H", "H", "H", "H", "H", "H", "Se", "C", "N"],
  "coordinates": [[-0.957182, -0.164154, -1.516010], [-0.234652, 2.683694, 2.234499], [-0.776365, 1.273656, 2.454439], [0.253036, -0.253591, 1.643921], [-0.930339, -1.736220, 2.301058], [-0.398670, -3.164920, 2.244886], [1.980489, -0.371828, 2.603835], [2.995912, -0.170280, 1.752168], [2.143558, -0.034101, -0.079371], [2.443850, -1.681289, -1.184212], [3.894040, -2.001221, -1.547209], [2.606797, 1.549541, -1.237827], [4.092745, 1.761154, -1.531299], [4.425993, -0.138392, 2.100381], [5.393695, -0.156070, 1.093797], [6.747888, -0.168966, 1.385214], [7.172932, -0.157930, 2.705056], [6.226275, -0.106305, 3.719881], [4.874186, -0.091310, 3.424951], [-0.778870, 3.416280, 2.837807], [-0.323487, 2.978504, 1.190926], [0.821554, 2.736197, 2.509492], [-1.798663, 1.187250, 2.081438], [-0.797079, 1.044587, 3.524129], [-1.880086, -1.647781, 1.770099], [-1.098839, -1.445629, 3.343529], [-0.477997, -3.575954, 1.241593], [-0.962647, -3.814673, 2.919658], [0.652103, -3.206423, 2.542585], [2.127065, -0.581623, 3.664315], [1.854767, -1.554224, -2.094614], [2.007985, -2.516235, -0.637274], [4.348645, -1.194127, -2.122777], [3.934939, -2.904613, -2.159876], [4.494858, -2.172270, -0.653304], [2.185901, 2.438753, -0.772530], [2.068395, 1.385475, -2.173797], [4.653409, 1.986008, -0.623013], [4.217365, 2.598335, -2.222209], [4.539742, 0.884474, -2.001027], [5.062673, -0.161709, 0.064869], [7.474225, -0.182804, 0.581716], [8.229312, -0.181529, 2.940848], [6.558470, -0.072689, 4.750803], [4.161143, -0.035948, 4.237608], [-0.313248, 5.168022, -6.290310], [-0.443273, 3.935712, -5.205535], [-0.310548, 4.152000, -3.493171], [-0.645513, 2.498936, -3.008601], [-0.836560, 1.616643, -4.012319], [-1.188016, -0.074604, -3.869944], [-0.718351, 2.281288, -5.634342], [-0.695337, 2.165730, -1.307127], [-3.964240, -2.556295, -1.068749], [-4.689495, -1.336813, -0.748178], [-6.138871, -1.395815, -0.724678], [-6.709834, -0.037301, -1.080129], [-6.150552, 0.962013, -0.087773], [-4.699503, 0.905526, -0.091344], [-4.015278, 2.140545, 0.241035], [-3.997221, -0.213612, -0.425160], [-2.752039, -0.226575, -0.409607], [-4.533779, -3.124910, -1.802122], [-3.799460, -3.175776, -0.182710], [-2.996455, -2.311936, -1.489852], [-6.495533, -1.703165, 0.267340], [-6.459045, -2.151890, -1.441829], [-7.799198, -0.052787, -1.048831], [-6.389556, 0.236259, -2.087385], [-6.531528, 0.749250, 0.919535], [-6.451254, 1.978344, -0.346887], [-4.254101, 2.917222, -0.488838], [-2.944961, 1.983307, 0.221061], [-4.313961, 2.477867, 1.238166], [-0.746653, -4.889377, -1.525021], [-0.656904, -3.173321, -1.263737], [-0.588773, -2.023592, -1.062076]],
  "forces_ev_per_angstrom": [[-0.42, 0.64, -0.63], [0.01, -0.15, 0.05], [0.28, -0.03, -0.46], [0.20, 0.14, 0.67], [0.27, 0.10, -0.46], [0.06, 0.16, -0.01], [-0.30, -0.06, 0.06], [-0.22, 0.09, -0.55], [0.08, -0.11, 0.11], [0.01, 0.31, 0.27], [-0.13, 0.05, 0.05], [-0.06, -0.37, 0.39], [-0.09, -0.04, 0.06], [0.33, 0.01, 0.07], [-0.17, 0.00, 0.07], [0.10, 0.00, 0.02], [-0.04, 0.02, -0.08], [0.11, -0.01, 0.07], [0.01, 0.01, 0.00], [0.04, 0.02, 0.00], [0.06, 0.05, -0.02], [0.01, 0.07, 0.00], [-0.07, -0.01, 0.05], [-0.02, -0.12, -0.02], [-0.04, 0.00, 0.05], [-0.03, 0.12, -0.04], [0.05, -0.06, 0.00], [0.02, -0.05, -0.04], [0.00, -0.05, 0.02], [0.09, 0.04, 0.03], [-0.06, -0.01, 0.03], [-0.06, -0.02, -0.01], [0.08, -0.05, 0.00], [0.04, -0.01, 0.01], [0.06, -0.04, -0.05], [-0.10, 0.00, -0.05], [-0.11, 0.04, 0.06], [0.04, 0.02, -0.03], [0.03, 0.01, 0.02], [0.08, 0.04, 0.00], [0.06, -0.02, -0.01], [-0.02, -0.03, -0.01], [0.00, 0.03, 0.01], [-0.07, -0.01, 0.02], [-0.05, -0.02, -0.04], [0.06, 0.13, -0.16], [0.01, -0.28, 0.27], [-0.10, -0.17, -0.24], [0.05, 0.12, -0.22], [0.01, 0.20, -0.14], [0.04, -0.34, 0.25], [-0.03, 0.28, 0.22], [0.06, -0.31, 0.28], [0.10, 0.02, 0.08], [-0.11, 0.03, -0.18], [-0.02, 0.07, 0.00], [0.09, -0.03, 0.13], [-0.03, -0.11, -0.05], [0.03, 0.02, -0.10], [0.07, -0.05, 0.11], [0.16, -0.05, 0.00], [-0.35, 0.08, 0.24], [-0.02, 0.00, 0.01], [-0.01, -0.02, -0.02], [-0.05, -0.01, -0.01], [-0.04, -0.05, -0.04], [0.02, -0.02, 0.01], [0.00, 0.00, 0.03], [-0.05, 0.00, -0.03], [-0.05, 0.06, -0.01], [0.04, 0.01, 0.00], [-0.02, 0.00, 0.01], [0.07, -0.01, -0.04], [-0.03, 0.01, -0.02], [-0.09, -1.13, -0.16], [0.20, 1.25, 0.20], [-0.04, -0.39, -0.07]],
  "lowdin_charge": [0.249, -0.190, -0.367, 0.860, -0.362, -0.174, -0.250, -0.351, 0.923, -0.363, -0.171, -0.370, -0.176, -0.231, -0.060, -0.082, -0.106, -0.097, -0.041, 0.060, -0.003, 0.061, 0.033, 0.055, 0.038, 0.054, 0.009, 0.062, 0.060, 0.052, 0.047, 0.044, 0.047, 0.068, 0.055, 0.032, 0.043, 0.058, 0.068, 0.043, 0.064, 0.102, 0.094, 0.096, 0.100, 0.450, -1.534, 0.870, -1.138, -1.181, 0.507, 0.869, 0.575, -0.021, -0.070, -0.161, -0.153, -0.165, -0.071, -0.038, -0.434, -0.085, 0.092, 0.099, 0.045, 0.128, 0.119, 0.115, 0.128, 0.127, 0.121, 0.097, 0.017, 0.095, 0.533, -0.995, -0.024],
  "e_tot_ev": -315073.22405,
  "charge": -1,
  "homo_energy_ev": -4.2,
  "relative_energy_kcal_mol": 20.05
}